The following is a DFT calculation (wB97M-V/def2-TZVPD) of a single C2H6N2S2 molecule in a non-equilibrium geometry.

Results
Kohn-Sham gap (eV): 9.15
SMILES: [H]/N=C(/NS)SC
E_HOMO (eV): -8.69
Energy (eV): -26819.1360

The geometry in XYZ format:
```
12
C2H6N2S2, DFT wB97M-V/def2-TZVPD
H -2.517 -0.060 -0.698
N -2.330 -0.362 0.337
C -1.041 0.011 0.332
N -0.198 0.037 1.427
S 1.018 -1.213 1.430
S -0.322 0.190 -1.400
C 1.328 0.824 -1.396
H -0.886 -0.084 2.310
H 0.241 -2.311 1.534
H 0.985 1.864 -0.956
H 1.886 0.758 -2.500
H 1.836 0.347 -0.420
```

---

The following is a DFT calculation (wB97M-V/def2-TZVPD) of 2 unconnected molecules or ions with the total composition C2H6N2SSi in a non-equilibrium geometry.

Results
Kohn-Sham gap (eV): 8.33
E_HOMO (eV): -8.14
Energy (eV): -23862.8700

The geometry in XYZ format:
```
12
C2H6N2SSi, DFT wB97M-V/def2-TZVPD
C 0.379 -0.560 -1.020
C -0.477 0.653 -1.024
N 0.532 -1.106 0.160
N -0.513 1.094 0.413
Si 0.145 -0.068 1.571
S 0.906 -1.336 -2.366
H -0.110 1.470 -1.694
H -1.443 0.627 -1.539
H 1.461 -2.166 0.199
H -1.160 1.866 0.627
H -0.915 -1.043 2.122
H 1.196 0.569 2.553
```

---

The following is a DFT calculation (wB97M-V/def2-TZVPD) of a gas-phase ion, C2H6N3 (charge +1) in a non-equilibrium geometry.

Results
Kohn-Sham gap (eV): 9.87
SMILES: NC(N)=C=[NH2+]
E_HOMO (eV): -13.75
Total charge: +1
Energy (eV): -6632.8124

The geometry in XYZ format:
```
11
C2H6N3, DFT wB97M-V/def2-TZVPD
N -1.163 0.929 -0.843
C -0.415 0.432 0.141
N 0.175 1.073 1.096
C -0.330 -1.252 0.153
N 0.827 -1.750 -0.132
H -1.072 1.804 -1.247
H -1.513 0.070 -1.392
H 0.761 0.542 1.856
H 0.252 2.065 1.142
H 1.661 -1.233 -0.399
H 0.817 -2.680 -0.374
```

---

The following is a DFT calculation (wB97M-V/def2-TZVPD) of a gas-phase ion, C2H6N3 (charge +1) in a non-equilibrium geometry.

Results
Kohn-Sham gap (eV): 9.13
SMILES: NC(N)=C=[NH2+]
E_HOMO (eV): -14.25
Total charge: +1
Energy (eV): -6632.2101

The geometry in XYZ format:
```
11
C2H6N3, DFT wB97M-V/def2-TZVPD
N -0.489 0.922 1.121
C -0.428 0.088 -0.242
N -1.458 0.213 -1.190
C 0.720 -0.573 -0.226
N 1.911 -0.939 0.019
H -0.205 0.233 1.788
H -1.522 1.155 1.205
H -1.400 -0.431 -1.908
H -2.427 0.187 -0.779
H 2.650 -0.463 -0.370
H 2.111 -1.932 0.419
```

---

The following is a DFT calculation (wB97M-V/def2-TZVPD) of a gas-phase ion, C2H6N3O2 (charge -1) in a non-equilibrium geometry.

Results
Kohn-Sham gap (alpha / beta) (eV): 7.30 / 7.30
SMILES: C[N-][N+](=O)[N-]OC
E_HOMO (alpha / beta) (eV): -2.94 / -2.95
Total charge: -1
Energy (eV): -10731.4298

The geometry in XYZ format:
```
13
C2H6N3O2, DFT wB97M-V/def2-TZVPD
C 0.230 0.252 -2.654
N 1.029 -0.146 -1.428
N 0.448 -0.648 -0.389
O -0.776 -0.633 -0.220
N 1.314 -1.155 0.592
O 0.528 -1.699 1.683
C 0.014 -0.696 2.521
H -0.687 0.654 -2.313
H 0.041 -0.702 -3.257
H 0.747 0.963 -3.142
H -0.398 0.170 1.804
H 0.868 -0.153 3.176
H -0.651 -1.166 3.118
```

---

The following is a DFT calculation (wB97M-V/def2-TZVPD) of 2 unconnected molecules or ions with the total composition C2H6N3O2 in a non-equilibrium geometry.

Results
Kohn-Sham gap (eV): 10.18
E_HOMO (eV): -14.14
Total charge: +1
Energy (eV): -10726.3621

The geometry in XYZ format:
```
13
C2H6N3O2, DFT wB97M-V/def2-TZVPD
C 0.961 0.251 -0.832
C -2.875 -1.270 -0.612
N -0.142 -0.326 -0.401
N 1.805 0.847 0.011
N -0.335 -0.551 0.952
O -3.764 -1.328 -1.313
O 1.346 1.232 1.283
H 1.075 0.224 -1.904
H -0.194 0.332 1.418
H -1.027 -0.591 -0.965
H 2.503 1.425 -0.419
H 1.934 0.607 1.733
H -1.287 -0.852 1.048
```

---

The following is a DFT calculation (wB97M-V/def2-TZVPD) of a single C2H6N3P molecule in a non-equilibrium geometry.

Results
Kohn-Sham gap (alpha / beta) (eV): 8.23 / 8.24
E_HOMO (alpha / beta) (eV): -7.80 / -7.80
Energy (eV): -15928.7903

The geometry in XYZ format:
```
12
C2H6N3P, DFT wB97M-V/def2-TZVPD
C 0.995 0.700 -0.590
C 1.404 -0.315 0.472
N -0.100 0.689 -1.199
N 0.397 -1.231 0.840
N -2.397 0.492 -0.188
P -1.283 -0.467 -0.973
H 1.723 1.475 -0.813
H 2.328 -0.762 0.072
H 1.678 0.292 1.350
H 0.566 -2.157 0.460
H -2.078 1.241 0.413
H -3.233 0.044 0.156
```

---

The following is a DFT calculation (wB97M-V/def2-TZVPD) of a single C2H6N4 molecule in a non-equilibrium geometry.

Results
Kohn-Sham gap (eV): 9.06
SMILES: C=NN(N)N=C
E_HOMO (eV): -8.04
Energy (eV): -8126.4874

The geometry in XYZ format:
```
12
C2H6N4, DFT wB97M-V/def2-TZVPD
C 1.252 1.573 0.314
N 0.835 0.715 -0.461
N -0.246 -0.431 0.189
N -0.111 -0.767 1.480
N -0.639 -1.226 -0.699
C -0.196 -1.323 -1.888
H 1.801 2.332 -0.259
H 1.020 1.773 1.462
H -0.899 -0.509 2.071
H -0.016 -1.857 1.518
H -0.812 -1.957 -2.527
H 0.360 -0.516 -2.316
```

---

The following is a DFT calculation (wB97M-V/def2-TZVPD) of a single C2H6N4O molecule in a non-equilibrium geometry.

Results
Kohn-Sham gap (eV): 9.95
SMILES: [H]/N=C(/N)N(N)C=O
E_HOMO (eV): -9.47
Energy (eV): -10174.4739

The geometry in XYZ format:
```
13
C2H6N4O, DFT wB97M-V/def2-TZVPD
H 1.616 1.873 -0.348
N 2.141 0.880 -0.035
C 1.169 -0.060 -0.049
N 1.373 -1.429 0.141
N -0.325 0.218 0.007
N -0.746 1.612 -0.016
C -1.150 -0.870 0.024
O -2.354 -0.542 0.012
H 2.278 -1.487 0.673
H 1.279 -1.447 -1.003
H -1.777 1.722 -0.555
H -1.083 2.158 1.060
H -0.689 -1.873 -0.445
```

---

The following is a DFT calculation (wB97M-V/def2-TZVPD) of 2 unconnected molecules or ions with the total composition C2H6N4O in a non-equilibrium geometry.

Results
Kohn-Sham gap (eV): 8.47
SMILES: [H]/N=N\N=C.NC=O
E_HOMO (eV): -8.77
Energy (eV): -10175.2586

The geometry in XYZ format:
```
13
C2H6N4O, DFT wB97M-V/def2-TZVPD
H 0.158 1.682 0.946
N -0.483 0.873 0.972
N 0.102 -0.236 0.809
N 1.351 -0.479 0.712
C 2.330 -0.496 1.512
H 2.258 -0.191 2.551
H 3.278 -0.846 1.129
N -1.858 0.534 -1.344
C -1.398 -0.683 -1.582
O -1.255 -1.295 -2.604
H -1.570 0.964 -0.420
H -2.195 1.104 -2.102
H -0.719 -0.930 -0.580
```

---

The following is a DFT calculation (wB97M-V/def2-TZVPD) of a single C2H6N4O molecule in a non-equilibrium geometry.

Results
Kohn-Sham gap (eV): 10.40
SMILES: [H]/N=N/N(C)C(N)=O
E_HOMO (eV): -9.45
Energy (eV): -10177.4654

The geometry in XYZ format:
```
13
C2H6N4O, DFT wB97M-V/def2-TZVPD
H -2.614 -1.304 0.563
N -2.161 -0.483 0.160
N -0.905 -0.799 0.177
N -0.084 0.209 -0.013
C -0.636 1.600 -0.083
C 1.449 -0.098 -0.039
N 1.665 -1.428 -0.091
O 2.285 0.753 0.038
H -1.510 1.468 0.445
H 0.156 2.252 0.192
H -1.084 1.739 -1.047
H 0.944 -2.036 0.034
H 2.494 -1.873 -0.334
```

---

The following is a DFT calculation (wB97M-V/def2-TZVPD) of a single C2H6N4O molecule in a non-equilibrium geometry.

Results
Spin multiplicity: 3
Kohn-Sham gap (alpha / beta) (eV): 7.12 / 7.68
E_HOMO (alpha / beta) (eV): -6.19 / -8.95
Expectation value of S²: 2.014
Energy (eV): -10171.2121

The geometry in XYZ format:
```
13
C2H6N4O, DFT wB97M-V/def2-TZVPD
C 0.568 -0.310 0.585
C 1.053 -1.010 -0.604
N -1.819 0.918 -0.393
N 0.367 1.097 0.581
N -0.496 1.532 -0.331
N -1.729 -0.244 0.046
O -2.409 -1.238 0.263
H 0.848 -0.888 1.496
H 1.102 -0.416 -1.474
H 0.579 -1.952 -0.739
H 2.099 -1.488 -0.572
H 0.300 1.509 1.577
H -0.463 2.490 -0.436
```

---

The following is a DFT calculation (wB97M-V/def2-TZVPD) of a molecular structure, C2H6N4O2 in a non-equilibrium geometry.

Results
Kohn-Sham gap (eV): 9.07
E_HOMO (eV): -8.51
Energy (eV): -12219.3717

The geometry in XYZ format:
```
14
C2H6N4O2, DFT wB97M-V/def2-TZVPD
C 1.320 -0.738 -0.024
C -0.886 0.137 -0.092
H 3.509 -0.384 0.927
H 3.637 1.240 0.049
H 1.576 -1.788 -0.222
H 0.417 1.665 0.697
H -2.200 -1.646 -0.228
H -3.176 1.211 0.204
N 3.396 0.165 -0.070
N 2.084 0.226 -0.197
N -0.656 1.405 -0.092
N -2.071 -0.524 -0.432
O 0.061 -0.783 0.377
O -3.266 0.085 0.224
```

---

The following is a DFT calculation (wB97M-V/def2-TZVPD) of a molecular structure, C2H6N4O2 in a non-equilibrium geometry.

Results
Kohn-Sham gap (eV): 9.47
E_HOMO (eV): -9.20
Energy (eV): -12220.2796

The geometry in XYZ format:
```
14
C2H6N4O2, DFT wB97M-V/def2-TZVPD
C 0.928 -0.742 0.253
C -0.910 0.636 -0.058
H 4.123 -1.213 0.383
H 3.214 -1.118 -0.784
H 0.301 -1.679 -0.472
H -1.902 0.669 -1.722
H -1.811 1.334 1.845
H -3.589 1.000 -0.336
N 3.169 -1.584 0.082
N 2.187 -0.619 0.748
N -0.937 0.381 -1.345
N -1.904 1.051 0.647
O 0.016 0.070 0.768
O -2.883 1.815 -0.008
```

---

The following is a DFT calculation (wB97M-V/def2-TZVPD) of a single C2H6N4O3 molecule in a non-equilibrium geometry.

Results
Kohn-Sham gap (eV): 9.88
SMILES: [H]/N=C(\N)N(N)OC(=O)O
E_HOMO (eV): -9.44
Energy (eV): -14271.2540

The geometry in XYZ format:
```
15
C2H6N4O3, DFT wB97M-V/def2-TZVPD
H -0.727 -0.693 -2.641
N -1.069 -0.580 -1.688
C -0.164 -0.554 -0.811
N 1.188 -0.724 -0.968
N -0.682 -0.769 0.681
N 0.217 -1.054 1.632
O -1.417 0.425 0.974
C -0.897 1.457 0.214
O -1.567 2.290 -0.306
O 0.436 1.636 0.528
H 1.502 -1.144 -1.830
H 1.771 -0.728 -0.143
H -0.147 -1.702 2.332
H 0.824 -0.297 1.956
H 0.731 2.437 0.069
```

---

The following is a DFT calculation (wB97M-V/def2-TZVPD) of a single C2H6N4OS molecule in a non-equilibrium geometry.

Results
Kohn-Sham gap (eV): 9.33
SMILES: [H]/N=C/N(O)C(=S)NN
E_HOMO (eV): -8.74
Energy (eV): -21011.5441

The geometry in XYZ format:
```
14
C2H6N4OS, DFT wB97M-V/def2-TZVPD
H -3.389 -0.640 -0.761
N -2.755 0.008 -0.324
C -1.576 -0.351 -0.233
N -0.682 0.558 0.251
O -1.150 1.816 0.624
C 0.717 0.609 0.062
S 1.632 1.917 -0.322
N 1.239 -0.642 0.292
N 2.519 -1.059 0.073
H -1.007 -1.229 -0.621
H -2.062 1.699 0.323
H 0.633 -1.265 0.798
H 3.139 -0.518 0.722
H 2.740 -0.904 -0.884
```

---

The following is a DFT calculation (wB97M-V/def2-TZVPD) of a single C2H6N4OS molecule in a non-equilibrium geometry.

Results
Kohn-Sham gap (eV): 10.45
SMILES: [H]/N=C\N(N)C(=O)NS
E_HOMO (eV): -10.04
Energy (eV): -21010.9779

The geometry in XYZ format:
```
14
C2H6N4OS, DFT wB97M-V/def2-TZVPD
H 1.038 1.689 -1.001
N 0.277 2.172 -0.496
C -0.694 1.557 0.043
N -0.799 0.069 0.347
N -2.120 -0.503 0.713
C -0.008 -0.823 -0.281
O -0.542 -1.894 -0.543
N 1.261 -0.666 -0.612
S 2.455 -0.325 0.579
H -1.624 2.068 0.551
H -2.134 -1.333 -0.176
H -1.734 -1.148 1.551
H 1.586 -1.747 -0.887
H 3.038 0.882 0.211
```

---

The following is a DFT calculation (wB97M-V/def2-TZVPD) of a single C2H6N4S molecule in a non-equilibrium geometry.

Results
Kohn-Sham gap (alpha / beta) (eV): 8.52 / 8.52
SMILES: C[C@@H]1N=[N+]([S-])NN1
E_HOMO (alpha / beta) (eV): -8.59 / -8.59
Energy (eV): -18962.9226

The geometry in XYZ format:
```
13
C2H6N4S, DFT wB97M-V/def2-TZVPD
C 1.209 0.973 0.640
C 0.475 0.326 -0.572
N -0.868 0.775 -0.596
N -1.596 -0.059 -0.050
S -3.117 0.137 0.211
N -0.907 -1.459 0.041
N 0.349 -1.195 -0.450
H 1.949 0.269 0.951
H 0.473 1.057 1.401
H 1.605 1.958 0.322
H 0.919 0.684 -1.513
H -0.887 -1.739 1.036
H 0.394 -1.726 -1.420
```

---

The following is a DFT calculation (wB97M-V/def2-TZVPD) of a single C2H6N4S molecule in a non-equilibrium geometry.

Results
Kohn-Sham gap (alpha / beta) (eV): 7.79 / 7.79
SMILES: C/N=N/N=N\SC
E_HOMO (alpha / beta) (eV): -8.73 / -8.73
Energy (eV): -18961.2305

The geometry in XYZ format:
```
13
C2H6N4S, DFT wB97M-V/def2-TZVPD
C -1.464 -1.112 0.859
N -0.296 -0.278 0.904
N 0.034 0.155 2.017
N 0.664 1.108 2.420
N 0.659 2.258 1.667
S 0.277 2.264 0.094
C 1.519 1.193 -0.814
H -1.918 -1.271 -0.215
H -1.366 -2.161 1.313
H -2.246 -0.775 1.396
H 2.182 1.902 -1.254
H 0.976 0.631 -1.461
H 2.063 0.429 -0.281
```

---

The following is a DFT calculation (wB97M-V/def2-TZVPD) of a single C2H6N6 molecule in a non-equilibrium geometry.

Results
Kohn-Sham gap (eV): 8.43
SMILES: N/N=c1\ncn(N)[nH]1
E_HOMO (eV): -7.87
Energy (eV): -11107.6870

The geometry in XYZ format:
```
14
C2H6N6, DFT wB97M-V/def2-TZVPD
N -0.907 2.377 1.647
N 0.356 1.700 1.302
C 0.124 0.696 0.516
N -1.009 0.604 -0.348
C -0.812 -0.524 -1.001
N 0.430 -1.108 -0.765
N 0.484 -2.473 -0.920
N 1.047 -0.402 0.319
H -0.678 3.482 1.546
H -1.699 2.222 1.041
H -1.359 -1.101 -1.744
H 0.835 -2.936 0.076
H 1.392 -2.666 -1.540
H 1.797 0.129 -0.130
```